# 1
Entry from the OMol25 dataset: a cluster of 28 separate species, C28H112N56O28 in total at a distorted geometry (the ωB97M-V functional and the def2-TZVPD basis).

XYZ file:
```
224
Properties=species:S:1:pos:R:3:mulliken_charge:R:1
C -0.704 2.840 2.249 0.067
O -0.595 3.871 1.657 -0.646
N -1.867 2.333 2.767 -0.138
N 0.342 2.101 2.616 2.073
H -2.782 2.678 2.596 0.178
H -1.862 1.398 3.179 -0.127
H 1.317 2.322 2.440 -0.696
H 0.280 1.310 3.265 -0.559
C -5.577 1.332 0.941 0.622
O -5.149 1.452 2.071 -0.683
N -6.228 0.215 0.508 -0.361
N -5.542 2.335 0.043 -0.283
H -6.103 -0.599 1.084 0.251
H -6.297 -0.054 -0.461 0.186
H -5.873 2.261 -0.927 0.103
H -5.028 3.143 0.376 0.116
C -0.945 -1.138 -0.703 0.203
O -0.704 -2.307 -0.976 0.594
N -2.157 -0.569 -0.925 0.442
N -0.217 -0.444 0.214 1.032
H -2.300 0.430 -0.857 0.016
H -2.579 -0.970 -1.759 -0.716
H -0.416 0.540 0.347 -0.523
H 0.765 -0.691 0.246 -0.542
C 0.672 2.414 -5.670 0.364
O 0.221 2.595 -4.549 -0.350
N 2.064 2.065 -5.943 -0.518
N 0.077 2.741 -6.894 -0.517
H 2.406 2.448 -6.799 0.310
H 2.629 2.468 -5.213 0.085
H 0.155 1.997 -7.568 0.238
H -0.860 3.210 -6.874 0.273
C 3.384 3.943 3.054 0.037
O 3.186 2.825 2.530 -0.408
N 4.630 4.415 3.019 -0.283
N 2.518 4.737 3.606 0.023
H 4.997 5.113 3.624 0.210
H 5.279 3.699 2.766 0.038
H 1.577 4.420 3.744 -0.159
H 2.648 5.748 3.552 0.233
C 0.479 -7.055 -2.612 0.437
O -0.423 -6.225 -2.492 -0.494
N 0.981 -7.742 -1.491 -0.392
N 1.076 -7.509 -3.835 -0.451
H 0.668 -7.650 -0.523 0.214
H 1.701 -8.430 -1.627 0.159
H 2.018 -7.856 -3.967 0.217
H 0.672 -7.008 -4.640 0.249
C 1.607 3.976 6.730 0.636
O 2.493 3.111 6.921 -0.633
N 1.781 5.359 6.984 -0.430
N 0.317 3.659 6.218 -0.255
H 2.724 5.733 7.057 0.223
H 0.983 5.992 6.986 0.178
H -0.020 2.690 6.091 0.041
H -0.429 4.330 6.368 0.201
C 4.352 -2.944 2.596 0.150
O 3.527 -2.051 2.519 -0.129
N 5.249 -3.206 1.624 -0.257
N 4.509 -3.953 3.554 -0.388
H 5.249 -2.646 0.787 0.053
H 5.851 -4.014 1.562 0.206
H 5.280 -4.596 3.509 0.192
H 4.265 -3.733 4.503 0.207
C -3.227 -4.895 4.434 0.487
O -4.084 -5.158 5.291 -0.755
N -2.199 -3.904 4.788 -0.219
N -3.136 -5.390 3.171 -0.212
H -2.475 -3.212 5.458 0.247
H -1.544 -3.763 4.025 -0.050
H -3.971 -5.800 2.792 0.208
H -2.200 -5.357 2.816 0.297
C 5.277 0.266 4.802 0.481
O 5.795 -0.226 5.834 -0.732
N 5.540 -0.112 3.434 0.097
N 4.199 1.194 4.831 0.168
H 4.716 -0.089 2.895 -0.369
H 6.245 -0.708 3.017 0.282
H 3.653 1.432 4.000 -0.099
H 3.779 1.454 5.702 0.143
C 0.822 -4.675 1.713 -0.083
O -0.267 -4.674 2.319 -0.475
N 1.111 -3.735 0.844 0.819
N 1.957 -5.474 1.960 -0.211
H 0.436 -3.013 0.643 -0.899
H 1.985 -3.773 0.350 0.142
H 2.008 -6.181 2.679 0.253
H 2.821 -5.335 1.505 0.057
C -4.003 -1.407 5.220 0.200
O -3.415 -1.540 6.318 -0.728
N -4.676 -2.476 4.692 -0.167
N -3.833 -0.260 4.467 -0.119
H -5.027 -3.226 5.256 0.334
H -5.165 -2.242 3.821 0.078
H -4.407 0.007 3.695 0.143
H -3.448 0.519 4.935 0.235
C 1.554 2.835 -1.330 -0.208
O 1.955 1.793 -1.861 -0.120
N 0.413 3.424 -1.713 1.956
N 2.156 3.486 -0.344 0.205
H -0.148 2.994 -2.428 -0.718
H 0.294 4.415 -1.633 -0.666
H 1.527 4.096 0.162 -0.248
H 2.801 3.019 0.249 0.005
C 0.345 6.496 -4.351 0.660
O -0.675 5.935 -4.752 -0.555
N 0.921 6.554 -3.121 -0.162
N 1.240 7.001 -5.340 -0.532
H 0.349 6.545 -2.285 0.161
H 1.867 6.789 -3.224 0.171
H 1.909 7.754 -5.175 0.171
H 1.217 6.661 -6.299 0.202
C 0.552 -0.563 5.239 0.069
O -0.185 0.435 5.018 -0.723
N 0.766 -1.657 4.441 1.078
N 1.174 -0.723 6.429 -0.226
H 1.595 -2.174 4.651 -0.192
H 0.575 -1.504 3.444 -0.464
H 1.255 0.035 7.039 0.254
H 1.896 -1.433 6.499 0.104
C -2.231 -3.658 -7.085 0.366
O -2.136 -2.749 -7.883 -0.670
N -3.343 -4.519 -6.888 -0.275
N -1.095 -4.056 -6.288 -0.391
H -3.367 -5.013 -6.016 0.130
H -4.203 -4.390 -7.365 0.235
H -0.405 -3.303 -6.276 0.271
H -1.406 -4.305 -5.373 0.194
C 1.241 -4.061 6.415 0.498
O 2.347 -3.608 6.389 -0.596
N 0.376 -3.680 7.436 -0.296
N 0.490 -4.785 5.452 -0.480
H 0.620 -3.687 8.441 0.244
H -0.603 -3.981 7.328 0.139
H 0.891 -4.574 4.529 0.125
H -0.502 -4.664 5.554 0.379
C 4.347 -0.986 -1.238 0.335
O 5.341 -1.650 -0.900 -0.854
N 3.401 -0.482 -0.429 1.768
N 4.268 -0.548 -2.516 -0.145
H 3.088 -1.041 0.355 -0.828
H 2.886 0.302 -0.832 -0.393
H 5.079 -0.811 -3.081 0.233
H 3.609 0.103 -2.915 -0.080
C 5.736 3.857 -3.493 0.391
O 6.454 3.921 -4.503 -0.640
N 4.292 3.986 -3.575 -0.255
N 6.120 3.424 -2.208 -0.215
H 3.941 4.397 -4.420 0.216
H 3.700 4.093 -2.751 0.070
H 5.389 3.156 -1.559 0.149
H 7.062 3.592 -1.814 0.224
C -2.970 -0.960 -5.160 0.017
O -3.007 -0.739 -3.925 0.732
N -4.025 -1.269 -5.920 -0.254
N -1.771 -0.951 -5.744 -0.259
H -4.807 -1.713 -5.425 0.158
H -3.788 -1.583 -6.828 0.353
H -1.605 -1.498 -6.572 0.388
H -1.045 -0.681 -5.131 -0.192
C -2.192 5.736 -1.736 0.403
O -1.320 6.556 -1.613 -0.779
N -2.276 4.595 -0.932 0.276
N -3.041 5.614 -2.747 -0.203
H -3.036 3.996 -1.113 0.033
H -1.881 4.692 -0.023 -0.020
H -3.120 6.265 -3.482 0.234
H -3.729 4.855 -2.680 0.150
C 6.794 2.005 1.026 0.462
O 7.109 2.915 1.770 -0.693
N 5.458 1.771 0.607 0.778
N 7.730 1.144 0.463 -0.362
H 4.780 2.021 1.328 -0.442
H 5.222 0.846 0.251 -0.109
H 8.724 1.288 0.330 0.265
H 7.326 0.518 -0.209 0.127
C -3.646 -4.921 -3.446 0.088
O -4.507 -4.809 -4.307 -0.725
N -3.616 -5.953 -2.406 -0.315
N -2.538 -4.038 -3.393 1.605
H -2.722 -6.176 -1.981 0.170
H -4.334 -6.680 -2.416 0.251
H -2.432 -3.061 -3.705 -0.909
H -1.794 -4.362 -2.814 -0.191
C 1.491 -2.075 -4.145 0.070
O 2.262 -2.303 -5.031 -0.661
N 0.839 -0.817 -3.889 0.925
N 0.969 -3.099 -3.253 0.198
H 0.233 -0.599 -3.083 -0.501
H 1.364 -0.035 -4.275 -0.243
H 0.576 -2.777 -2.375 -0.256
H 1.409 -4.011 -3.144 0.163
C -6.338 -1.737 -2.784 0.322
O -6.245 -1.071 -3.795 -0.679
N -7.536 -2.236 -2.232 -0.537
N -5.219 -1.894 -1.939 0.416
H -8.161 -2.498 -2.985 0.347
H -7.404 -3.109 -1.680 0.247
H -5.405 -1.976 -0.943 0.006
H -4.500 -1.263 -2.248 -0.211
C -3.608 -2.665 1.127 -0.363
O -4.801 -2.400 1.325 -0.848
N -3.137 -3.591 0.262 0.336
N -2.570 -2.060 1.803 1.636
H -2.198 -3.337 -0.002 -0.391
H -3.728 -4.115 -0.320 0.353
H -1.637 -2.480 1.790 -0.549
H -2.752 -1.530 2.644 -0.302
C -4.239 2.307 -3.007 0.760
O -4.731 3.308 -2.417 -0.933
N -2.927 2.347 -3.290 0.332
N -4.983 1.327 -3.547 -0.113
H -2.421 3.209 -3.119 -0.389
H -2.354 1.551 -3.602 -0.061
H -5.933 1.205 -3.314 0.255
H -4.485 0.624 -4.041 -0.106
C 0.901 7.073 2.137 0.600
O 1.886 7.386 2.771 -0.709
N -0.450 6.889 2.721 -0.546
N 0.928 6.963 0.738 -0.199
H -0.389 6.659 3.706 0.326
H -0.874 6.091 2.250 0.206
H 0.152 6.642 0.141 0.112
H 1.796 7.077 0.263 0.208
```

Summary:
- 2S+1: 1
- E_LUMO: -0.3035 eV
- HOMO energy: -0.33361 Ha
- E: -171660.368 eV
- HOMO-LUMO gap: 8.775 eV

---

# 2
Entry from the OMol25 dataset: a structure of composition C26H28ClF4N4O4SV at a distorted geometry (the ωB97M-V functional and the def2-TZVPD basis).

XYZ file:
```
69
Properties=species:S:1:pos:R:3:nbo_charge:R:1
V 0.346 -0.212 0.071 1.234
C 0.899 -4.500 -1.136 -0.635
C 1.198 -3.074 -0.662 -0.216
N 0.058 -2.359 -0.068 -0.480
C -0.437 -3.035 1.140 -0.237
C 0.628 -3.471 2.143 -0.623
C -1.067 -2.228 -1.000 -0.227
C -0.607 -1.514 -2.266 -0.233
N 0.247 -0.422 -1.867 -0.703
C 0.828 0.313 -2.796 0.119
C 1.652 1.418 -2.412 0.261
F 1.669 1.767 -1.080 -0.318
C 2.404 2.155 -3.290 0.349
F 3.172 3.168 -2.826 -0.321
C 2.404 1.893 -4.656 -0.442
C 1.555 0.881 -5.083 0.358
F 1.494 0.613 -6.410 -0.325
C 0.788 0.134 -4.219 0.212
F -0.028 -0.805 -4.786 -0.333
H 1.781 -4.912 -1.622 0.213
H 0.086 -4.510 -1.858 0.206
H 0.640 -5.146 -0.300 0.204
H 1.564 -2.489 -1.507 0.215
H 1.998 -3.100 0.081 0.212
H -1.019 -3.925 0.846 0.166
H -1.101 -2.334 1.655 0.265
H 1.284 -4.252 1.757 0.188
H 0.122 -3.859 3.026 0.227
H 1.233 -2.626 2.463 0.227
H -1.826 -1.613 -0.506 0.251
H -1.509 -3.210 -1.244 0.180
H -1.490 -1.149 -2.807 0.208
H -0.073 -2.217 -2.925 0.181
H 3.011 2.446 -5.348 0.234
C -2.127 4.129 6.990 -0.626
C -1.540 3.090 6.080 -0.009
C -0.618 2.169 6.558 -0.232
C -0.106 1.189 5.726 -0.176
C -0.530 1.120 4.413 -0.343
C -1.444 2.030 3.918 -0.109
C -1.936 3.020 4.748 -0.215
S -0.074 -0.320 3.445 2.325
O -1.333 -0.893 3.030 -0.942
O 0.743 -1.161 4.303 -0.985
N 0.723 0.134 2.122 -1.004
C 1.995 -0.232 1.882 0.378
C 3.055 -0.394 2.776 -0.282
C 4.305 -0.717 2.273 -0.164
C 4.476 -0.838 0.895 -0.302
C 3.373 -0.704 0.073 0.044
N 2.155 -0.448 0.551 -0.586
H -2.019 3.839 8.034 0.208
H -3.183 4.273 6.774 0.216
H -1.626 5.086 6.845 0.217
H -0.317 2.200 7.597 0.202
H 0.589 0.445 6.083 0.236
H -1.799 1.931 2.906 0.239
H -2.656 3.730 4.369 0.218
H 2.882 -0.301 3.834 0.242
H 5.138 -0.858 2.947 0.209
H 5.449 -1.044 0.479 0.213
H 3.445 -0.818 -1.005 0.205
Cl -1.509 4.384 0.990 -0.066
C -0.875 2.869 0.346 -0.494
C -1.951 1.725 0.369 0.775
O -3.094 1.983 0.711 -0.669
O -1.497 0.621 -0.024 -0.794
H -0.003 2.578 0.944 0.220
H -0.576 3.056 -0.689 0.230
```

Summary:
- Charge: -1
- 2S+1: 4
- E_LUMO (spin up / spin down): 2.5695 / 2.5670 eV
- HOMO energy (spin up / spin down): -0.12733 / -0.17596 Ha
- E: -101485.395 eV
- HOMO-LUMO gap (spin up / spin down): 6.034 / 7.355 eV

---

# 3
Entry from the OMol25 dataset: an isolated molecule of C3H5N3 at a distorted geometry (the ωB97M-V functional and the def2-TZVPD basis).

XYZ file:
```
11
Properties=species:S:1:pos:R:3:nbo_charge:R:1
C 1.671 -0.415 0.165 -0.457
N 0.345 -0.902 -0.143 -0.418
C -0.669 -0.140 -0.165 0.328
N -0.806 1.216 0.052 -0.811
C -1.922 -0.792 -0.545 0.233
N -2.904 -1.322 -0.849 -0.280
H 2.366 -1.248 0.030 0.215
H 1.989 0.400 -0.501 0.194
H 1.767 -0.072 1.205 0.192
H -0.093 1.708 0.569 0.399
H -1.744 1.567 0.182 0.405
```

Summary:
- SMILES: C/N=C(\N)C#N
- 2S+1: 1
- E_LUMO: 0.6324 eV
- HOMO energy: -0.36545 Ha
- E: -7661.511 eV
- HOMO-LUMO gap: 10.577 eV

---

# 4
Entry from the OMol25 dataset: a structure of composition C16H18B2MgN6O2 at a distorted geometry (the ωB97M-V functional and the def2-TZVPD basis).

XYZ file:
```
45
Properties=species:S:1:pos:R:3:nbo_charge:R:1
H 0.729 -2.873 1.272 0.233
N -0.157 -2.033 -0.453 -0.500
B -1.277 -1.668 -2.771 0.552
N -0.770 -2.535 -1.560 -0.305
C -0.778 -3.889 -1.473 0.009
Mg 0.033 -0.068 -0.196 1.534
H -1.224 -4.479 -2.273 0.228
C -0.157 -4.272 -0.284 -0.353
H -0.001 -5.283 0.089 0.237
C 0.221 -3.067 0.329 -0.019
H -1.911 -2.414 -3.488 -0.037
C 2.056 3.260 0.051 -0.863
H 2.500 3.891 0.833 0.223
H 0.937 3.614 0.035 0.220
H 2.405 3.529 -0.956 0.210
N -0.104 -1.066 -3.563 -0.354
N -2.212 -0.560 -2.225 -0.314
N 0.830 -0.255 -2.998 -0.349
N -1.865 0.219 -1.171 -0.458
C 0.196 -1.316 -4.873 -0.015
C -3.432 -0.186 -2.688 0.002
H -0.452 -1.946 -5.483 0.224
H -3.879 -0.704 -3.536 0.228
C 1.376 -0.645 -5.176 -0.361
C -3.894 0.874 -1.908 -0.353
C 1.723 0.001 -3.964 -0.043
C -2.872 1.088 -0.963 -0.026
H 1.898 -0.617 -6.132 0.233
H -4.839 1.406 -2.003 0.237
H 2.579 0.645 -3.753 0.209
H -2.816 1.804 -0.144 0.223
H 2.283 2.195 0.243 0.210
O 0.316 1.889 2.420 -0.677
B 0.260 0.528 1.945 0.299
O 0.593 -0.385 3.011 -0.665
C 0.838 0.428 4.048 0.208
C 1.225 0.052 5.333 -0.247
C 1.450 1.065 6.281 -0.224
C 1.284 2.422 5.929 -0.223
C 0.892 2.775 4.626 -0.267
C 0.677 1.752 3.704 0.267
H 1.354 -0.991 5.592 0.221
H 1.755 0.803 7.286 0.213
H 1.462 3.194 6.665 0.213
H 0.766 3.813 4.345 0.221
```

Summary:
- 2S+1: 1
- E_LUMO: 0.4823 eV
- HOMO energy: -0.30571 Ha
- E: -36721.859 eV
- HOMO-LUMO gap: 8.801 eV

---

# 5
Entry from the OMol25 dataset: an isolated molecule of C4H6N2O (the ωB97M-V functional and the def2-TZVPD basis).

XYZ file:
```
13
Properties=species:S:1:pos:R:3:nbo_charge:R:1
C 2.103 0.854 0.084 -0.496
O 0.738 1.337 0.129 -0.376
C -0.144 0.455 -0.040 0.580
C 0.167 -0.963 -0.213 -0.386
N -1.102 -1.654 -0.062 -0.413
C -1.969 -0.750 0.200 0.234
N -1.473 0.557 0.254 -0.597
H 2.233 0.270 -0.836 0.132
H 1.007 -1.045 0.561 0.279
H 2.700 1.762 0.042 0.160
H 0.687 -1.254 -1.133 0.250
H -3.037 -0.916 0.310 0.203
H -1.909 1.347 0.705 0.430
```

Summary:
- 2S+1: 1
- E_LUMO (spin up / spin down): 0.5671 / 0.5671 eV
- HOMO energy (spin up / spin down): -0.25608 / -0.25610 Ha
- E: -9269.232 eV
- HOMO-LUMO gap (spin up / spin down): 7.535 / 7.536 eV

---

# 6
Entry from the OMol25 dataset: a cluster of 2 separate species, CHN3O3 in total at a distorted geometry (the ωB97M-V functional and the def2-TZVPD basis).

XYZ file:
```
8
Properties=species:S:1:pos:R:3:nbo_charge:R:1
C -0.711 -0.743 0.048 0.680
H 0.158 2.377 -0.104 0.472
N -0.041 0.381 0.523 0.047
N 1.469 -1.018 -0.022 0.215
N 0.353 -1.604 -0.262 -0.257
O -0.574 1.274 -0.361 -0.511
O 1.207 0.297 0.091 -0.190
O -1.861 -0.963 0.087 -0.456
```

Summary:
- 2S+1: 1
- E_LUMO: -1.3583 eV
- HOMO energy: -0.39358 Ha
- E: -11657.991 eV
- HOMO-LUMO gap: 9.351 eV

---

# 7
Entry from the OMol25 dataset: an isolated molecule of CH2FNO3 at a distorted geometry (the ωB97M-V functional and the def2-TZVPD basis).

XYZ file:
```
8
Properties=species:S:1:pos:R:3:nbo_charge:R:1
O -2.096 -0.948 0.673 -0.367
N -1.668 -0.570 -0.395 0.519
O -2.097 -0.846 -1.479 -0.327
C -0.399 0.372 -0.317 -0.042
O 0.522 0.327 -1.497 -0.133
F 0.165 1.205 -2.575 -0.124
H 0.130 0.048 0.584 0.238
H -0.677 1.474 -0.227 0.235
```

Summary:
- SMILES: O=[N+]([O-])COF
- 2S+1: 1
- E_LUMO: -0.2363 eV
- HOMO energy: -0.42651 Ha
- E: -11412.284 eV
- HOMO-LUMO gap: 11.370 eV

---

# 8
Entry from the OMol25 dataset: a cluster of 3 separate species, C18H37F4IN3O6 in total at a distorted geometry (the ωB97M-V functional and the def2-TZVPD basis).

XYZ file:
```
69
Properties=species:S:1:pos:R:3:nbo_charge:R:1
F 6.012 0.451 0.126 -0.295
C 5.020 1.218 0.582 0.524
F 5.352 2.513 0.444 -0.306
C 3.737 0.946 -0.250 0.747
F 3.662 1.803 -1.301 -0.313
F 3.770 -0.293 -0.782 -0.307
N 2.581 1.083 0.567 -0.729
C 1.304 0.936 0.030 0.706
N 0.706 1.969 -0.541 -0.500
C -0.764 2.100 -0.502 -0.257
C -1.401 0.963 0.283 -0.362
I -1.429 1.398 2.373 0.151
C -0.735 -0.381 0.026 -0.260
N 0.737 -0.260 0.028 -0.495
H 4.862 1.010 1.645 0.139
H 2.652 1.368 1.531 0.443
H 1.207 2.822 -0.322 0.433
H -0.970 3.064 -0.051 0.249
H -1.167 2.126 -1.514 0.239
H -2.435 0.885 -0.035 0.268
H -0.971 -1.100 0.802 0.250
H -1.080 -0.797 -0.921 0.241
H 1.203 -0.862 0.696 0.432
C 6.132 -0.343 -3.329 -0.245
O 6.015 -1.375 -4.276 -0.542
C 5.262 -2.476 -3.804 -0.089
C 4.511 -3.158 -4.925 -0.092
O 3.372 -2.441 -5.377 -0.545
C 3.593 -1.335 -6.241 -0.087
C 3.985 -1.710 -7.653 -0.093
O 5.346 -2.082 -7.714 -0.546
C 5.642 -2.911 -8.816 -0.248
H 6.701 -0.662 -2.448 0.167
H 6.656 0.484 -3.804 0.198
H 5.143 0.006 -3.006 0.152
H 4.541 -2.144 -3.045 0.160
H 5.935 -3.209 -3.339 0.175
H 4.115 -4.093 -4.522 0.186
H 5.188 -3.397 -5.747 0.201
H 4.325 -0.640 -5.824 0.192
H 2.626 -0.830 -6.297 0.182
H 3.807 -0.841 -8.302 0.171
H 3.345 -2.532 -8.000 0.173
H 5.024 -3.817 -8.809 0.165
H 6.689 -3.194 -8.736 0.197
H 5.487 -2.391 -9.768 0.169
C -6.555 3.432 7.590 -0.248
O -6.895 2.509 6.581 -0.544
C -6.623 2.974 5.277 -0.091
C -6.313 1.827 4.343 -0.088
O -5.024 1.255 4.519 -0.553
C -4.827 0.418 5.650 -0.086
C -5.517 -0.926 5.571 -0.092
O -6.892 -0.806 5.856 -0.541
C -7.664 -1.855 5.319 -0.248
H -7.163 4.341 7.533 0.170
H -6.739 2.947 8.546 0.199
H -5.497 3.715 7.530 0.161
H -5.776 3.673 5.288 0.168
H -7.499 3.507 4.882 0.175
H -6.304 2.231 3.328 0.181
H -7.096 1.068 4.401 0.197
H -5.101 0.927 6.576 0.200
H -3.751 0.227 5.669 0.176
H -5.042 -1.598 6.301 0.173
H -5.369 -1.353 4.569 0.164
H -7.532 -1.929 4.233 0.160
H -8.706 -1.634 5.536 0.200
H -7.406 -2.821 5.769 0.169
```

Summary:
- Charge: +1
- 2S+1: 1
- E_LUMO: -3.7915 eV
- HOMO energy: -0.39646 Ha
- E: -54982.436 eV
- HOMO-LUMO gap: 6.997 eV